Here is 3 unconnected molecules or ions with the total composition C15H13F17N2O7S from OMol25. Energies are from ωB97M-V/def2-TZVPD.

Results
HOMO-LUMO gap (eV): 9.40
LUMO (eV): -0.8
Molecular weight (g mol⁻¹): 688.31
SMILES: N[C@@]1(C(=O)NC(=O)F)OC(=O)O[C@H]1S.FC(F)C(F)(F)COC(F)(F)C(F)F.FC(F)C(F)(F)COC(F)(F)C(F)F
Total energy (a.u.): -3311.39615

```
55
Properties=species:S:1:pos:R:3:forces:R:3
N -0.4523 -0.6075 3.3680 -1.63 -0.84 0.03
C -0.8349 -2.0034 3.0425 1.69 0.94 -1.03
C -2.2642 -2.3024 2.3723 -0.41 -3.03 -3.75
O -2.2928 -3.0514 1.3479 0.37 3.21 4.26
N -3.5740 -1.7845 2.8574 -0.56 -2.40 -0.41
C -4.2338 -2.8956 3.6209 0.18 0.66 5.25
O -4.2400 -2.7993 4.8649 -0.24 -1.18 -5.50
F -4.8305 -4.0172 2.9882 1.52 2.96 0.72
O 0.0834 -2.3142 1.9206 -0.67 -3.14 1.21
C 0.7795 -3.5349 2.2261 -0.30 -0.82 -0.59
O 1.0671 -4.4379 1.4274 -0.73 4.13 3.55
O 0.9790 -3.4337 3.6519 -0.84 -1.02 -2.24
C -0.3569 -3.1026 4.1176 -0.48 0.27 -0.34
S -0.4075 -2.7199 5.9217 -0.15 -0.08 -0.49
H -1.2487 0.0425 3.3113 0.64 -0.45 0.04
H 0.3306 -0.3100 2.7744 -0.74 -0.26 0.32
H -4.1560 -1.7004 2.0017 0.69 0.02 0.28
H -0.9860 -4.0425 3.9365 0.62 1.22 0.79
H -0.0259 -1.4075 6.1640 -0.16 -0.88 -1.18
F 3.2047 1.1999 -1.2292 -0.04 -0.04 -0.17
C 3.6531 1.0303 -2.4874 0.20 0.69 -0.06
F 2.9480 1.8972 -3.2625 0.11 -0.27 -0.29
C 3.4698 -0.4016 -2.9884 -0.56 -0.85 0.08
F 2.1566 -0.7283 -3.0563 0.15 0.31 0.12
F 3.9343 -0.4528 -4.2718 0.27 0.32 0.25
C 4.2190 -1.4929 -2.1960 0.40 -0.75 -0.10
O 3.4591 -2.2138 -1.2192 -0.35 1.32 0.68
C 3.3448 -1.6329 0.0629 1.33 -0.62 -0.99
F 4.1862 -0.5835 0.1616 -0.28 0.01 0.41
F 3.8058 -2.5586 0.9355 -0.54 0.17 0.05
C 1.8987 -1.2729 0.4195 -0.41 0.01 -0.48
F 1.3684 -0.3982 -0.4640 0.19 -0.14 0.05
F 1.8377 -0.6798 1.6393 1.00 0.26 -0.16
H 4.7038 1.3323 -2.5239 0.02 -0.16 -0.07
H 4.5004 -2.2565 -2.9271 -0.28 0.12 0.02
H 5.1698 -1.1360 -1.7907 -0.26 0.22 0.04
H 1.2711 -2.1597 0.4307 0.42 0.06 -0.38
F -2.1434 4.9171 -1.1463 -0.04 -0.18 0.02
C -3.1557 4.1395 -0.7191 -0.34 0.64 0.51
F -3.2540 4.3426 0.6205 -0.06 -0.35 -0.04
C -2.9263 2.6580 -1.0174 0.77 -0.60 -0.21
F -1.8437 2.1892 -0.3497 -0.14 0.28 -0.01
F -3.9977 1.9665 -0.5242 -0.18 0.37 -0.13
C -2.7992 2.2819 -2.5092 -0.15 -0.64 -0.56
O -1.4729 2.1269 -3.0278 0.30 1.38 0.46
C -0.8099 3.2939 -3.4713 -1.41 -0.88 -0.47
F -1.6808 4.3222 -3.5104 0.44 0.18 -0.05
F -0.4598 3.0581 -4.7571 0.38 0.06 0.37
C 0.4462 3.6067 -2.6514 0.75 -0.08 0.44
F 0.1575 3.7846 -1.3423 -0.20 -0.12 -0.19
F 1.0348 4.7519 -3.0794 -0.33 -0.11 -0.30
H -4.0833 4.4957 -1.1769 -0.01 -0.17 -0.08
H -3.2365 1.2836 -2.6052 0.20 0.07 0.20
H -3.4154 2.9158 -3.1526 0.17 0.18 0.25
H 1.1727 2.7962 -2.7285 -0.30 0.01 -0.15
```
Positions in Å, forces in eV/Å.